Formula: C2H5NO
Source: the OMol25 dataset
Level of theory: ωB97M-V/def2-TZVPD

Results
Gap between HOMO and LUMO ... 10.7 eV
HOMO energy ... -9.9 eV
2S+1 ... 1
ΔE to the lowest compared entry with this formula, charge and spin ... 0.1 kcal/mol
SMILES ... CC(N)=O
Largest force on an atom ... 0.35 eV/Å
LUMO level ... 0.89 eV

XYZ file:
```
9
Properties=species:S:1:pos:R:3:lowdin_charge:R:1
C -1.1068 0.0394 -0.0420 -0.019
C 0.3329 0.5072 -0.1560 -0.597
O 0.6466 1.5964 -0.5974 0.037
N 1.2665 -0.3920 0.2833 0.137
H -1.3070 -0.4350 0.9244 0.077
H -1.3252 -0.6924 -0.8289 0.083
H -1.7655 0.8981 -0.1742 0.081
H 2.2347 -0.1748 0.1015 0.105
H 1.0238 -1.3470 0.4893 0.095
```

***

Formula: C3H9NS
Source: the OMol25 dataset
Level of theory: ωB97M-V/def2-TZVPD

Results
Gap between HOMO and LUMO ... 7.9 eV
HOMO energy ... -7.2 eV
2S+1 ... 1
ΔE to the lowest compared entry with this formula, charge and spin ... 49.9 kcal/mol
Largest force on an atom ... 3.04 eV/Å
LUMO level ... 0.67 eV

XYZ file:
```
14
Properties=species:S:1:pos:R:3:lowdin_charge:R:1
C 1.7061 -2.3821 0.4359 -0.572
S 0.9233 -0.9727 -0.3929 0.503
H 2.1356 -3.1800 -0.1724 0.012
H 0.9813 -2.8249 1.1071 0.004
H 2.5505 -2.0197 0.9967 -0.007
C -0.8682 2.1968 -0.8798 -0.074
C -1.0998 0.0239 0.3707 -0.199
N -0.6793 1.2675 0.2087 -0.173
H -1.7423 2.8308 -0.6889 0.083
H 0.0097 2.7963 -1.0543 0.085
H -1.1791 1.6668 -1.7727 0.088
H -1.5990 -0.4673 -0.4420 0.056
H -0.9943 -0.5291 1.2829 0.061
H -0.1444 1.5937 1.0010 0.133
```

***

Formula: C23H49N3O17S3
Source: the OMol25 dataset
Level of theory: ωB97M-V/def2-TZVPD

Results
Gap between HOMO and LUMO ... 9.6 eV
HOMO energy ... -9.5 eV
2S+1 ... 1
ΔE to the lowest compared entry with this formula, charge and spin ... 113.6 kcal/mol
Largest force on an atom ... 5.09 eV/Å
LUMO level ... 0.09 eV

XYZ file:
```
95
Properties=species:S:1:pos:R:3:lowdin_charge:R:1
C 4.3442 -7.9006 -3.1992 -0.016
C 3.8962 -6.4949 -3.3134 -0.552
O 3.2761 -6.2046 -4.3537 0.019
N 4.3276 -5.6129 -2.3850 -0.012
C 3.9133 -4.2505 -2.4198 -0.094
H 3.7357 -8.6037 -3.7680 0.091
H 4.5228 -8.2481 -2.1816 0.078
H 5.3447 -7.8719 -3.6307 0.088
H 5.1425 -5.7047 -1.7955 0.142
H 4.5251 -3.7363 -3.1609 0.087
H 4.0660 -3.8549 -1.4157 0.084
H 2.8838 -4.1126 -2.7502 0.085
C 0.1359 -8.4051 3.0506 -0.008
C 1.3796 -8.0103 2.1993 -0.536
O 1.9904 -8.9268 1.5908 -0.021
N 1.7674 -6.7627 2.0387 0.023
C 1.2096 -5.6663 2.9038 -0.051
H -0.8035 -7.9182 2.7888 0.072
H 0.2918 -8.1665 4.1027 0.074
H -0.0024 -9.4799 2.9337 0.078
H 2.5538 -6.5703 1.4349 0.140
H 1.3743 -4.6836 2.4619 0.078
H 1.6818 -5.6621 3.8862 0.078
H 0.1440 -5.8222 3.0723 0.071
C 1.5319 1.9901 -1.0236 0.014
C 0.7587 0.8845 -0.1611 -0.515
O 0.2136 -0.1374 -0.5810 0.001
N 0.6413 1.1986 1.1325 -0.013
C -0.0741 0.4699 2.1396 -0.072
H 2.6115 1.8403 -1.0327 0.072
H 1.2621 2.9960 -0.7019 0.065
H 1.0829 1.8631 -2.0087 0.067
H 1.1037 2.0058 1.5257 0.130
H -0.5198 -0.4414 1.7409 0.081
H -0.9163 1.0460 2.5228 0.084
H 0.6360 0.2382 2.9334 0.083
C 0.1973 -1.9778 -5.9189 -0.218
C -0.8545 -2.9252 -5.3538 -0.233
O -1.7859 -3.1788 -6.3097 -0.174
S -2.0744 -1.8175 -7.1365 0.770
O -3.0253 -0.9331 -6.4399 -0.264
O -2.3233 -2.0580 -8.5639 -0.243
O -0.4837 -1.2886 -6.8687 -0.193
H 0.9441 -2.4495 -6.5577 0.138
H 0.6179 -1.4196 -5.0825 0.137
H -1.3278 -2.5588 -4.4428 0.136
H -0.3736 -3.8855 -5.1679 0.142
C 0.6392 7.5940 -3.1642 -0.148
C 0.9980 8.2572 -1.7417 -0.162
O 2.3224 7.8995 -1.5308 -0.216
S 3.1785 7.4355 -2.8507 0.718
O 4.1003 6.3722 -2.5134 -0.229
O 3.6930 8.5988 -3.5609 -0.243
O 1.7860 6.8586 -3.5197 -0.221
H 0.5523 8.3680 -3.9267 0.120
H -0.2134 6.9151 -3.1843 0.129
H 0.3381 7.8266 -0.9886 0.126
H 0.9053 9.3427 -1.7775 0.125
C -4.7340 1.5269 -1.2897 -0.169
C -5.0415 2.6187 -2.3184 -0.211
O -5.4063 3.7670 -1.6115 -0.192
S -4.5134 3.8283 -0.1805 0.811
O -5.2528 4.4877 0.9329 -0.260
O -3.0878 4.2466 -0.4542 -0.286
O -4.6522 2.1793 -0.0256 -0.222
H -3.7900 1.0185 -1.4859 0.128
H -5.4584 0.7286 -1.1288 0.131
H -5.8706 2.3006 -2.9506 0.135
H -4.1995 2.7038 -3.0052 0.130
C -6.8127 -0.9554 3.6350 -0.194
C -6.8247 0.5214 4.0533 -0.145
C -5.5742 0.6133 4.9776 -0.170
O -4.7441 -0.4183 4.4513 -0.148
C -5.3883 -1.1697 3.4466 -0.261
H -7.3888 -1.3454 2.7959 0.118
H -7.1898 -1.5859 4.4402 0.116
H -7.7215 0.8248 4.5934 0.105
H -6.7294 1.2063 3.2108 0.107
H -5.7211 0.2680 6.0010 0.121
H -5.1238 1.5884 4.7921 0.116
H -5.1307 -2.2266 3.5154 0.123
H -5.0555 -0.8428 2.4615 0.116
C 4.7126 4.1782 4.9213 -0.176
C 4.2696 5.5028 4.2899 -0.164
C 3.5772 5.0931 3.0231 -0.236
O 3.0045 3.8716 3.3403 -0.133
C 3.8750 3.1598 4.2430 -0.209
H 4.4835 4.0521 5.9795 0.111
H 5.7903 4.1463 4.7614 0.112
H 5.1596 6.0946 4.0755 0.109
H 3.6464 6.0752 4.9769 0.113
H 4.2559 4.9379 2.1844 0.123
H 2.8213 5.8223 2.7317 0.124
H 4.5449 2.4825 3.7132 0.111
H 3.4279 2.4391 4.9276 0.118
```

***

Formula: C5H8N2O3
Source: the OMol25 dataset
Level of theory: ωB97M-V/def2-TZVPD

Results
Gap between HOMO and LUMO (spin up / spin down) ... 3.9 / 7.2 eV
HOMO energy (spin up / spin down) ... -3.9 / -9.8 eV
2S+1 ... 3
ΔE to the lowest compared entry with this formula, charge and spin ... 17.4 kcal/mol
<S²> ... 2.02
Largest force on an atom ... 4.08 eV/Å
LUMO level (spin up / spin down) ... -0.01 / -2.60 eV

XYZ file:
```
18
Properties=species:S:1:pos:R:3:lowdin_spin:R:1
C 0.2348 1.0054 -0.1778 0.132
C -0.5696 -0.0529 -0.0238 0.210
C 1.5776 -0.8306 0.0792 0.116
C -0.0708 2.4441 0.0380 0.040
C -0.2567 -2.4813 0.0072 0.006
N 0.2484 -1.1786 0.1121 0.028
N 1.5460 0.5252 -0.1604 0.330
O 2.5719 1.4702 -0.1354 0.467
O -1.9324 -0.0816 0.0292 0.077
O 2.5450 -1.5361 0.1611 0.264
H 0.9354 2.8733 -0.2834 0.018
H -1.0048 2.7112 -0.4797 0.003
H -0.3194 2.8543 1.0788 0.008
H -0.1664 -2.9956 0.9520 0.001
H -1.4108 -2.4444 -0.0252 0.000
H 0.3240 -3.0243 -0.7095 0.001
H -2.1617 0.7208 0.4029 0.005
H 3.4830 1.2495 0.5597 0.293
```

***

Formula: CHFO2
Source: the OMol25 dataset
Level of theory: ωB97M-V/def2-TZVPD

Results
Gap between HOMO and LUMO ... 13.6 eV
HOMO energy ... -13.4 eV
2S+1 ... 1
ΔE to the lowest compared entry with this formula, charge and spin ... 8.4 kcal/mol
SMILES ... O=C=O.F
Largest force on an atom ... 3.89 eV/Å
LUMO level ... 0.21 eV

XYZ file:
```
5
Properties=species:S:1:pos:R:3:lowdin_charge:R:1
C 1.0228 -0.3770 -0.0935 -0.458
O 0.7718 0.6353 -0.5680 0.206
O 1.2245 -1.3887 0.3633 0.254
F -1.9059 0.4726 -0.1510 -0.135
H -1.1132 0.6577 0.4492 0.133
```

***

Formula: C4H3NO
Source: the OMol25 dataset
Level of theory: ωB97M-V/def2-TZVPD

Results
Gap between HOMO and LUMO (spin up / spin down) ... 6.3 / 9.5 eV
HOMO energy (spin up / spin down) ... -5.8 / -10.3 eV
2S+1 ... 3
ΔE to the lowest compared entry with this formula, charge and spin ... 86.6 kcal/mol
<S²> ... 2.02
Largest force on an atom ... 6.10 eV/Å
LUMO level (spin up / spin down) ... 0.53 / -0.82 eV

XYZ file:
```
9
Properties=species:S:1:pos:R:3:lowdin_spin:R:1
C 0.6263 0.6609 0.1774 0.048
C -0.7903 1.0459 0.0401 0.492
C 0.9754 -0.5743 -0.0653 0.139
C -2.4081 -0.7925 -0.0848 0.816
N 1.2793 -1.7285 0.0974 0.097
O -1.6812 0.1465 -0.0107 0.361
H 1.4124 1.3550 0.6661 0.002
H -1.1907 2.0942 -0.1681 0.029
H 1.7769 -2.2071 -0.6521 0.017
```

***

Formula: C4H8BrOP
Source: the OMol25 dataset
Level of theory: ωB97M-V/def2-TZVPD

Results
Gap between HOMO and LUMO (spin up / spin down) ... 6.9 / 6.9 eV
HOMO energy (spin up / spin down) ... -9.1 / -9.1 eV
2S+1 ... 1
ΔE to the lowest compared entry with this formula, charge and spin ... 60.5 kcal/mol
Largest force on an atom ... 2.74 eV/Å
LUMO level (spin up / spin down) ... -2.15 / -2.15 eV

XYZ file:
```
15
Properties=species:S:1:pos:R:3:lowdin_charge:R:1
C -2.0981 1.1708 -0.5403 0.039
C -0.9192 0.8336 -1.0477 -0.225
C 1.0358 -1.5980 0.4754 -0.406
C 0.4287 0.9743 -0.4653 -0.620
O 0.3667 1.0370 0.9587 -0.147
P 1.4001 -0.5663 -0.9084 0.992
Br 4.3216 0.0258 0.1546 -0.298
H -2.9394 1.0242 -1.1024 0.027
H -2.3088 1.6379 0.4304 0.077
H -0.9908 0.3467 -2.0058 0.086
H 1.7928 -1.4969 1.3762 0.085
H 1.1575 -2.6293 0.0302 0.043
H -0.0028 -1.4556 0.8255 0.051
H 0.8375 1.9643 -0.8771 0.151
H 0.3357 2.0167 1.2355 0.146
```

***

Formula: C4H9O3
Source: the OMol25 dataset
Level of theory: ωB97M-V/def2-TZVPD

Results
Gap between HOMO and LUMO ... 8.4 eV
HOMO energy ... -4.4 eV
2S+1 ... 1
ΔE to the lowest compared entry with this formula, charge and spin ... 23.3 kcal/mol
Largest force on an atom ... 3.30 eV/Å
Total charge ... -1
LUMO level ... 4.01 eV

XYZ file:
```
16
Properties=species:S:1:pos:R:3:lowdin_charge:R:1
C -1.6460 -0.8779 1.1081 -0.341
C -1.3515 0.3774 0.3422 -0.104
O -0.6070 -1.8187 1.4153 -0.139
H -2.1961 -0.7980 2.0913 0.107
H -2.2446 -1.5374 0.4250 0.106
H -2.1441 1.1095 0.4833 0.068
H 0.1805 -1.5652 0.8689 0.056
H -1.3808 0.0898 -0.7219 0.081
H -0.3366 0.7119 0.5359 0.046
C 1.9392 1.0869 -0.5097 -0.061
C 1.2985 0.0423 -1.5057 -0.784
O 1.3646 0.2592 -2.7280 -0.083
O 0.8492 -0.9722 -0.9154 -0.117
H 2.9120 1.4615 -1.0184 0.084
H 2.1203 0.5584 0.4436 0.057
H 1.2425 1.8723 -0.3144 0.025
```

***

- Look up the 2S+1 of the third one.
  1

***

Please write out number 6 again, unchanged.
Formula: C4H3NO
Source: the OMol25 dataset
Level of theory: ωB97M-V/def2-TZVPD

Results
Gap between HOMO and LUMO (spin up / spin down) ... 6.3 / 9.5 eV
HOMO energy (spin up / spin down) ... -5.8 / -10.3 eV
2S+1 ... 3
ΔE to the lowest compared entry with this formula, charge and spin ... 86.6 kcal/mol
<S²> ... 2.02
Largest force on an atom ... 6.10 eV/Å
LUMO level (spin up / spin down) ... 0.53 / -0.82 eV

XYZ file:
```
9
Properties=species:S:1:pos:R:3:lowdin_spin:R:1
C 0.6263 0.6609 0.1774 0.048
C -0.7903 1.0459 0.0401 0.492
C 0.9754 -0.5743 -0.0653 0.139
C -2.4081 -0.7925 -0.0848 0.816
N 1.2793 -1.7285 0.0974 0.097
O -1.6812 0.1465 -0.0107 0.361
H 1.4124 1.3550 0.6661 0.002
H -1.1907 2.0942 -0.1681 0.029
H 1.7769 -2.2071 -0.6521 0.017
```

***

- Which formula does entry 8 have?
  C4H9O3